A structure of composition C26H25IOPS3Sb2Se4W at a distorted geometry, computed with ωB97M-V/def2-TZVPD.

Summary:
- 2S+1: 2
- Energy above the lowest of the compared OMol25 structures with the same formula, charge and spin: 576.6 kJ/mol
- Charge: 0
- Frontier orbital gap (alpha / beta): 4.544 / 5.590 eV
- Expectation value of S²: 0.780

XYZ file:
```
64
C26H25IOPS3Sb2Se4W (ωB97M-V/def2-TZVPD)
W -0.1613 1.0484 2.9389
S -1.2875 3.1021 4.8385
Sb -2.2367 1.0020 5.1000
S 0.0108 0.1391 5.0296
S -2.4017 0.8614 2.6354
I -2.1215 -2.3312 1.1253
C -1.0807 -3.2360 -0.4480
C -0.9957 -4.6005 -0.3793
C -0.4732 -5.3373 -1.4521
C -0.1492 -4.6849 -2.6015
C -0.2451 -3.2786 -2.7015
C -0.0028 -2.6677 -3.9494
C -0.1136 -1.3207 -4.0955
C -0.3502 -0.5234 -2.9698
C -0.5579 -1.0508 -1.7130
P -0.5572 0.2820 -0.3984
C -2.0794 1.1921 -0.8717
C -3.2432 0.4900 -1.1864
C -4.4301 1.1703 -1.4079
C -4.4790 2.5523 -1.3151
C -3.3300 3.2634 -1.0070
C -2.1486 2.5760 -0.7788
C 0.8420 1.3501 -1.0371
C 1.9988 1.2663 -0.2512
C 3.0337 2.1823 -0.3417
C 2.9221 3.2420 -1.2281
C 1.8092 3.3169 -2.0552
C 0.7828 2.3833 -1.9709
C -0.6247 -2.4816 -1.5674
H -1.3536 -5.1225 0.4974
H -0.3879 -6.4119 -1.3700
H 0.1638 -5.2392 -3.4769
H 0.2547 -3.2985 -4.7906
H 0.0213 -0.8497 -5.0597
H -0.3584 0.5483 -3.0974
H -3.2272 -0.5896 -1.2672
H -5.3201 0.6112 -1.6661
H -5.4122 3.0728 -1.4834
H -3.3058 4.3447 -0.9637
H -1.2650 3.1437 -0.5321
H 2.0393 0.5070 0.5218
H 3.8749 2.1122 0.3368
H 3.6638 4.0295 -1.2484
H 1.7001 4.1568 -2.7282
H -0.0847 2.5271 -2.6030
Se 2.2719 6.5885 1.4582
Sb 0.4902 5.0959 1.0406
Se 0.3108 3.0488 2.1067
Se 1.8103 1.9753 3.3598
Se -0.5559 6.0784 -0.8942
C 2.8698 -0.9969 3.1456
C 1.5841 -1.5372 2.5133
C 1.0488 -2.6519 3.4157
C 1.9002 -2.1507 1.1479
O 0.6038 -0.4718 2.3761
H 3.5652 -1.8186 3.3163
H 2.6740 -0.5825 4.1392
H 3.3680 -0.2659 2.5077
H 1.7579 -3.4786 3.4110
H 0.0816 -3.0013 3.0571
H 0.9353 -2.3299 4.4466
H 1.0370 -2.6989 0.7749
H 2.7304 -2.8445 1.2653
H 2.1833 -1.4079 0.4023
```